Molecular formula: C28H56MnO21
Method: DFT, ωB97M-V/def2-TZVPD

```
106
Properties=species:S:1:pos:R:3
Mn 0.205 0.058 -0.166
C 5.115 -3.279 -2.174
C 3.814 -2.663 -1.705
O 4.254 -1.471 -0.977
C 3.355 -0.589 -0.665
O 2.143 -0.751 -0.760
O 3.820 0.466 -0.028
C 5.128 0.502 0.578
H 5.753 -3.692 -1.395
H 5.715 -2.782 -2.934
H 4.829 -4.182 -2.733
H 3.270 -3.234 -0.958
H 3.232 -2.376 -2.578
H 5.994 0.250 -0.027
H 4.980 -0.140 1.447
H 5.290 1.504 0.970
C -2.567 -4.050 -3.822
C -1.856 -3.057 -2.921
O -1.482 -3.738 -1.727
C -0.645 -3.114 -0.884
O -0.436 -1.928 -0.953
O -0.185 -3.920 0.030
C -0.642 -5.250 0.279
H -2.069 -5.013 -3.905
H -2.660 -3.579 -4.803
H -3.605 -4.219 -3.534
H -2.462 -2.168 -2.727
H -0.963 -2.648 -3.402
H -0.998 -5.847 -0.557
H -1.467 -5.123 0.983
H 0.139 -5.795 0.802
C -2.191 3.364 -4.997
C -0.964 2.486 -5.082
O -0.716 2.039 -3.701
C 0.153 1.029 -3.474
O 0.303 0.572 -2.377
O 0.753 0.615 -4.570
C 1.196 -0.731 -4.710
H -3.027 2.888 -4.487
H -2.587 3.588 -5.989
H -1.931 4.317 -4.537
H -0.034 2.988 -5.335
H -1.178 1.597 -5.672
H 1.471 -1.208 -3.767
H 2.060 -0.818 -5.361
H 0.348 -1.291 -5.104
C 2.485 3.898 2.462
C 1.060 3.834 1.950
O 0.908 4.165 0.566
C 0.863 3.162 -0.307
O 1.030 1.997 0.019
O 0.713 3.525 -1.531
C 0.546 4.870 -2.012
H 2.631 3.171 3.262
H 2.834 4.864 2.812
H 3.105 3.512 1.646
H 0.515 4.617 2.483
H 0.560 2.902 2.206
H 1.487 5.332 -2.304
H 0.094 5.486 -1.238
H -0.105 4.804 -2.877
C 2.603 -0.327 5.310
C 3.152 0.224 3.999
O 2.206 0.182 2.908
C 1.766 -0.947 2.419
O 0.941 -1.012 1.533
O 2.535 -1.979 2.780
C 2.263 -3.283 2.248
H 3.426 -0.796 5.848
H 1.907 -1.137 5.084
H 2.100 0.407 5.934
H 4.090 -0.261 3.728
H 3.476 1.256 4.128
H 2.924 -3.931 2.817
H 2.554 -3.374 1.201
H 1.195 -3.472 2.314
C -5.647 -2.016 -0.280
C -5.184 -0.655 -0.728
O -3.748 -0.659 -0.740
C -3.032 0.425 -0.778
O -1.846 0.475 -0.563
O -3.783 1.518 -0.976
C -3.116 2.764 -1.146
H -5.174 -2.827 -0.836
H -6.711 -2.235 -0.240
H -5.297 -2.101 0.754
H -5.632 0.102 -0.085
H -5.544 -0.400 -1.727
H -2.528 2.957 -0.244
H -3.753 3.589 -1.438
H -2.336 2.571 -1.889
C -1.358 0.015 6.100
C -0.889 0.369 4.709
O -1.942 1.032 3.985
C -1.818 1.116 2.677
O -0.827 0.826 2.050
O -2.821 1.770 2.067
C -3.859 2.320 2.867
H -1.598 0.895 6.697
H -0.643 -0.589 6.653
H -2.293 -0.537 5.985
H -0.618 -0.535 4.163
H -0.046 1.062 4.722
H -4.244 1.666 3.651
H -4.659 2.575 2.177
H -3.574 3.210 3.433
```

Summary:
Net charge   +2
LUMO (spin up / spin down)   -3.60 / -3.60 eV
Frontier orbital gap (spin up / spin down)   10.81 / 11.81 eV
2S+1   6
Highest occupied orbital energy (spin up / spin down)   -14.41 / -15.41 eV
E_tot   -3831.19840 a.u.

Molecular formula: C2H6N5
Method: DFT, ωB97M-V/def2-TZVPD

```
13
Properties=species:S:1:pos:R:3
C 0.396 -0.188 0.395
C -0.519 0.939 0.738
N -1.236 1.465 -0.460
N -1.339 0.871 -1.504
N -0.748 -0.258 -1.751
N 0.236 -0.793 -0.751
N 1.373 -0.448 1.274
H -1.465 0.444 1.195
H -0.089 1.891 1.129
H -1.022 -1.072 -2.466
H 0.822 -1.629 -1.052
H 1.405 -0.045 2.201
H 2.185 -1.176 1.053
```

Summary:
SMILES string   [NH2+]=C1CN=NNN1
Net charge   +1
LUMO   -3.91 eV
Frontier orbital gap   9.96 eV
2S+1   1
Highest occupied orbital energy   -13.88 eV
E_tot   -353.20364 a.u.

Molecular formula: C20H20FeN13Te
Method: DFT, ωB97M-V/def2-TZVPD

```
55
Properties=species:S:1:pos:R:3
Fe -0.004 0.857 0.133
N -2.898 3.309 0.284
C -2.030 3.254 1.334
N -2.196 3.876 2.499
N -1.141 3.549 3.211
N -0.359 2.776 2.546
N -0.878 2.554 1.333
C -2.624 2.691 -0.894
N -3.243 2.920 -2.053
N -2.636 2.136 -2.918
N -1.706 1.451 -2.347
N -1.669 1.756 -1.045
H -3.638 3.991 0.306
N 1.518 0.731 2.166
C 1.211 -0.299 3.061
C 2.115 -0.847 3.946
C 1.720 -1.821 4.872
C 0.419 -2.241 4.937
C -0.529 -1.740 4.023
C -1.883 -2.133 4.013
C -2.726 -1.622 3.063
C -2.208 -0.751 2.092
N -0.961 -0.356 2.083
C -0.123 -0.794 3.045
H 0.945 1.570 2.392
H 2.502 0.972 2.196
H 3.139 -0.502 3.949
H 2.450 -2.218 5.562
H 0.099 -2.959 5.677
H -2.233 -2.836 4.756
H -3.770 -1.887 3.040
H -2.833 -0.362 1.298
Te 1.413 1.945 -1.630
C 3.165 1.206 -2.609
C 3.014 0.549 -3.824
C 4.121 0.131 -4.537
C 5.393 0.364 -4.043
C 5.550 1.011 -2.830
C 4.443 1.429 -2.115
H 2.022 0.375 -4.216
H 3.994 -0.368 -5.486
H 6.259 0.044 -4.601
H 6.543 1.201 -2.447
H 4.579 1.943 -1.174
C -2.343 -3.534 -2.364
N -2.087 -2.112 -2.395
C -2.589 -1.353 -3.523
C -1.303 -1.564 -1.529
N -0.609 -1.102 -0.724
H -1.860 -4.033 -3.209
H -3.419 -3.715 -2.421
H -1.960 -3.963 -1.440
H -2.114 -1.683 -4.450
H -2.376 -0.293 -3.378
H -3.668 -1.500 -3.613
```

Summary:
LUMO (spin up / spin down)   -0.20 / -2.24 eV
Frontier orbital gap (spin up / spin down)   7.47 / 5.44 eV
2S+1   6
Highest occupied orbital energy (spin up / spin down)   -7.67 / -7.68 eV
E_tot   -3017.63985 a.u.

Molecular formula: C41H64N8O6S2
Method: DFT, ωB97M-V/def2-TZVPD

```
121
Properties=species:S:1:pos:R:3
C 4.463 4.335 0.982
C 2.991 4.686 1.073
C 2.507 5.478 -0.164
O 1.612 4.740 -0.978
C 0.322 4.768 -0.580
O -0.255 5.752 -0.141
C -0.345 3.424 -0.745
S -2.045 3.563 -1.314
C -2.966 3.414 0.174
C -2.479 3.517 1.414
C -3.391 3.411 2.559
O -3.061 3.726 3.689
C -4.778 2.907 2.294
N -5.590 2.582 3.424
C -5.253 2.779 1.059
C -4.413 3.172 -0.091
O -4.875 3.299 -1.215
O 2.143 3.575 1.392
C 2.510 2.366 0.874
O 2.850 2.189 -0.268
C 2.371 1.249 1.889
S 3.637 -0.022 1.667
H 4.775 3.687 1.789
H 5.009 5.268 1.057
H 4.706 3.907 0.019
H 2.882 5.362 1.912
H 3.369 5.695 -0.783
H 2.090 6.435 0.118
H 0.188 2.863 -1.504
H -0.249 2.859 0.171
H -1.438 3.695 1.604
H -5.656 3.424 3.986
H -5.072 1.929 4.002
H -6.238 2.410 0.846
H 2.385 1.624 2.899
H 1.412 0.787 1.693
H 2.888 -1.080 1.325
C -5.849 1.703 -4.138
C -4.511 1.096 -4.542
C -4.440 0.736 -6.031
C -5.458 -0.256 -6.385
N -6.257 -1.030 -6.662
H -6.670 1.001 -4.292
H -5.836 1.972 -3.083
H -6.059 2.607 -4.713
H -4.321 0.203 -3.944
H -3.712 1.805 -4.318
H -3.462 0.323 -6.279
H -4.595 1.623 -6.646
C 3.693 -4.310 -1.444
C 3.909 -5.197 -0.223
C 2.604 -5.608 0.463
C 1.870 -4.434 0.937
N 1.312 -3.502 1.308
H 3.217 -3.367 -1.173
H 4.648 -4.068 -1.911
H 3.068 -4.806 -2.189
H 4.542 -4.679 0.495
H 4.440 -6.102 -0.520
H 2.814 -6.249 1.319
H 1.962 -6.160 -0.225
C 7.849 -7.868 -0.587
C 8.565 -7.795 0.757
C 7.651 -8.140 1.939
C 6.524 -7.208 2.017
N 5.655 -6.461 2.078
H 7.034 -7.144 -0.644
H 8.539 -7.647 -1.400
H 7.434 -8.863 -0.758
H 8.975 -6.793 0.895
H 9.408 -8.488 0.758
H 8.202 -8.090 2.878
H 7.255 -9.150 1.837
C -1.977 -3.381 6.121
C -1.160 -3.916 4.950
C 0.246 -3.310 4.875
C 0.183 -1.856 4.699
N 0.114 -0.720 4.560
H -2.140 -2.306 6.034
H -2.956 -3.859 6.154
H -1.476 -3.573 7.071
H -1.688 -3.716 4.017
H -1.066 -4.999 5.039
H 0.795 -3.730 4.032
H 0.804 -3.525 5.787
C 7.825 -1.706 4.481
C 7.447 -3.168 4.275
C 7.819 -3.691 2.883
C 7.129 -2.932 1.838
N 6.577 -2.336 1.028
H 7.293 -1.057 3.786
H 7.571 -1.384 5.491
H 8.897 -1.554 4.339
H 6.374 -3.290 4.431
H 7.951 -3.783 5.023
H 7.539 -4.739 2.787
H 8.895 -3.607 2.717
C -8.887 -2.406 -8.234
C -9.410 -1.216 -9.026
C -10.932 -1.240 -9.218
C -11.356 -2.432 -9.957
N -11.689 -3.365 -10.534
H -9.087 -3.347 -8.750
H -7.815 -2.325 -8.095
H -9.349 -2.453 -7.246
H -8.924 -1.186 -10.002
H -9.141 -0.294 -8.507
H -11.263 -0.362 -9.772
H -11.437 -1.237 -8.251
C -2.359 7.996 0.718
C -1.980 8.598 2.066
C -2.564 9.998 2.287
C -2.083 10.940 1.274
N -1.697 11.678 0.485
H -1.969 8.591 -0.109
H -1.946 6.995 0.622
H -3.445 7.931 0.610
H -0.893 8.643 2.149
H -2.334 7.945 2.866
H -2.282 10.381 3.268
H -3.654 9.969 2.239
```

Summary:
SMILES string   C[C@@H](COC(=O)CSC1=CC(=O)C(N)=CC1=O)OC(=O)CS.CCCC#N.CCCC#N.CCCC#N.CCCC#N.CCCC#N.CCCC#N.CCCC#N
LUMO   -1.42 eV
Frontier orbital gap   7.50 eV
2S+1   1
Highest occupied orbital energy   -8.92 eV
E_tot   -3286.46257 a.u.

Molecular formula: C25H20N6O2Se2TaTe2
Method: DFT, ωB97M-V/def2-TZVPD

```
58
Properties=species:S:1:pos:R:3
Ta 0.704 3.119 -0.547
O 0.663 2.061 3.886
C -0.670 2.317 4.102
C -1.116 2.206 5.420
C -2.453 2.452 5.723
C -3.339 2.809 4.708
C -2.887 2.917 3.387
C -1.543 2.674 3.052
C -1.150 2.807 1.592
O 0.081 2.683 1.430
N -2.073 3.011 0.699
N -1.432 3.119 -0.527
C -1.843 2.233 -1.360
C -1.130 2.133 -2.622
C -1.700 1.525 -3.730
C -0.952 1.499 -4.903
C 0.324 2.061 -4.911
C 0.803 2.632 -3.740
N 0.101 2.683 -2.594
H 0.750 2.242 2.905
H -0.412 1.929 6.198
H -2.801 2.369 6.748
H -4.382 3.007 4.935
H -3.588 3.202 2.607
H -2.679 1.546 -1.153
H -2.698 1.107 -3.687
H -1.359 1.049 -5.804
H 0.933 2.056 -5.807
H 1.792 3.078 -3.689
Se 3.366 2.927 -0.740
Te 5.371 4.476 -0.296
Te 4.327 4.797 2.236
Se 2.018 4.767 1.101
N 1.555 -4.163 -1.241
C 1.240 -5.471 -0.979
C 1.782 -6.679 -1.423
C 1.189 -7.849 -0.932
C 0.112 -7.800 -0.044
C -0.410 -6.573 0.385
C 0.172 -5.392 -0.097
N -0.147 -4.083 0.164
C 0.699 -3.345 -0.536
C 0.728 -1.878 -0.562
C 1.647 -1.149 -1.322
C 1.594 0.237 -1.281
N 0.704 0.935 -0.547
C -0.176 0.216 0.180
C -0.201 -1.168 0.204
H 2.295 -3.856 -1.851
H 2.618 -6.719 -2.113
H 1.576 -8.816 -1.249
H -0.329 -8.725 0.322
H -1.245 -6.526 1.074
H 2.399 -1.621 -1.942
H 2.290 0.841 -1.856
H -0.883 0.798 0.764
H -0.937 -1.687 0.812
H 0.704 4.983 -0.547
```

Summary:
Net charge   +1
LUMO (spin up / spin down)   -5.22 / -5.28 eV
Frontier orbital gap (spin up / spin down)   4.34 / 4.25 eV
2S+1   1
Highest occupied orbital energy (spin up / spin down)   -9.56 / -9.53 eV
E_tot   -6839.38582 a.u.

Molecular formula: C19H16N3O6Pt
Method: DFT, ωB97M-V/def2-TZVPD

```
45
Properties=species:S:1:pos:R:3
Pt 0.715 -0.776 -2.634
C 4.418 -2.889 -1.901
C 3.361 -1.864 -1.643
O 2.586 -1.614 -2.618
C 3.322 -1.250 -0.367
C 2.490 -0.233 0.065
C 2.694 0.385 1.411
N 1.505 0.229 -0.716
N 0.722 1.183 -0.353
C -0.097 1.654 -1.329
O -0.029 1.236 -2.527
C -1.086 2.647 -0.952
C -1.945 3.152 -1.938
C -3.025 3.926 -1.571
C -3.247 4.210 -0.226
C -2.380 3.735 0.753
C -1.291 2.966 0.398
H 4.476 -3.101 -2.966
H 4.160 -3.810 -1.374
H 5.389 -2.552 -1.540
H 4.085 -1.577 0.324
H 3.662 0.117 1.823
H 1.917 0.041 2.100
H 2.603 1.468 1.338
H -1.762 2.911 -2.976
H -3.709 4.290 -2.324
H -4.099 4.810 0.063
H -2.561 3.955 1.796
H -0.606 2.580 1.140
O -3.046 -0.234 -1.717
C -2.071 -0.924 -1.570
O -1.257 -1.300 -2.531
C -1.720 -1.387 -0.134
C -2.545 -0.925 0.884
C -2.230 -1.192 2.206
C -1.082 -1.911 2.486
C -0.287 -2.438 1.485
C -0.626 -2.192 0.167
N -0.661 -2.101 3.884
O 0.534 -2.258 4.073
O -1.519 -2.079 4.737
H -3.418 -0.341 0.629
H -2.855 -0.841 3.015
H 0.574 -3.036 1.747
H -0.056 -2.673 -0.616
```

Summary:
Net charge   +1
LUMO (spin up / spin down)   -4.19 / -7.21 eV
Frontier orbital gap (spin up / spin down)   7.93 / 5.55 eV
2S+1   5
Highest occupied orbital energy (spin up / spin down)   -12.12 / -12.75 eV
E_tot   -1468.15774 a.u.

Molecular formula: C5H16N2
Method: DFT, ωB97M-V/def2-TZVPD

```
23
Properties=species:S:1:pos:R:3
C -2.259 -0.025 0.335
C -2.485 0.765 1.608
C -3.026 0.474 -0.876
N -0.081 -0.407 0.041
H -2.449 -1.085 0.502
H -1.056 0.332 0.022
H -0.259 -1.361 -0.298
H -1.885 0.362 2.424
H -2.789 -0.116 -1.762
H -4.106 0.407 -0.702
H -2.217 1.815 1.462
H -3.539 0.731 1.904
H -2.781 1.518 -1.085
C 2.455 -0.754 -0.275
C 3.149 0.419 0.402
N 2.872 -1.057 -1.607
H 3.510 -1.832 -1.708
H 3.178 -0.259 -2.145
H 2.489 -1.653 0.340
H 1.317 -0.429 -0.295
H 2.688 0.628 1.367
H 4.211 0.206 0.553
H 3.063 1.321 -0.209
```

Summary:
LUMO   0.44 eV
Frontier orbital gap   8.36 eV
2S+1   1
Highest occupied orbital energy   -7.93 eV
E_tot   -309.42482 a.u.

Molecular formula: C13H14N2O4S
Method: DFT, ωB97M-V/def2-TZVPD

```
34
Properties=species:S:1:pos:R:3
C -6.160 -2.004 0.258
C -4.840 -1.346 0.407
C -3.595 -1.676 -0.043
C -2.780 -0.617 0.436
N -3.494 0.252 1.113
O -4.772 -0.195 1.098
N -1.421 -0.425 0.285
C -0.595 -1.240 -0.420
O -0.925 -2.273 -0.951
C 0.834 -0.724 -0.463
H 1.283 -0.692 0.526
H 1.421 -1.332 -1.144
S 0.803 1.000 -1.069
O 0.056 1.062 -2.290
O 0.341 1.810 0.030
C 2.555 1.415 -1.426
C 3.385 1.005 -0.265
C 3.304 1.716 0.929
C 4.032 1.311 2.033
C 4.852 0.197 1.957
C 4.939 -0.515 0.772
C 4.205 -0.116 -0.331
H 4.278 -0.672 -1.255
H 5.578 -1.382 0.707
H 5.424 -0.115 2.818
H 3.961 1.868 2.955
H 2.655 2.576 0.987
H 2.553 2.490 -1.590
H 2.803 0.892 -2.345
H -1.075 0.472 0.614
H -3.283 -2.517 -0.622
H -6.631 -2.123 1.232
H -6.036 -2.976 -0.209
H -6.816 -1.391 -0.358
```

Summary:
SMILES string   Cc1cc(NC(=O)CS(=O)(=O)Cc2ccccc2)no1
LUMO   0.58 eV
Frontier orbital gap   9.76 eV
2S+1   1
Highest occupied orbital energy   -9.18 eV
E_tot   -1312.41199 a.u.